Entry 1:
{"formula": "C19H25N", "method": "wB97M-V/def2-TZVPD", "total_charge": 0, "homo_ev": -8.05, "homo_lumo_gap_ev": 8.72, "smiles": "C=Cc1cccc(C2(N3CC=CCC3)CCCCC2)c1", "symbols": ["C", "C", "C", "C", "C", "C", "C", "C", "N", "C", "C", "C", "C", "C", "C", "C", "C", "C", "C", "C", "H", "H", "H", "H", "H", "H", "H", "H", "H", "H", "H", "H", "H", "H", "H", "H", "H", "H", "H", "H", "H", "H", "H", "H", "H"], "positions_angstrom": [[0.6970, -1.9024, 5.4628], [0.2134, -1.5504, 4.1951], [1.0038, -0.9958, 3.0685], [2.3951, -0.8333, 3.0615], [2.9942, -0.2217, 1.9429], [2.2525, 0.3287, 0.8918], [0.8578, 0.1702, 0.8330], [0.0368, 0.7362, -0.3805], [-0.2783, -0.4108, -1.2840], [0.8173, -0.9936, -2.0511], [0.3611, -2.0601, -3.0264], [-0.9423, -2.5350, -3.0819], [-1.9587, -2.0773, -2.1092], [-1.2971, -1.4186, -0.8780], [-1.2086, 1.4640, 0.1932], [-2.0981, 2.1767, -0.8293], [-1.2992, 3.2690, -1.5386], [-0.0632, 2.6470, -2.1903], [0.8115, 1.9145, -1.1333], [0.2598, -0.5132, 1.9336], [0.0316, -2.2703, 6.2049], [1.7283, -1.7927, 5.7044], [-0.8790, -1.6352, 4.0987], [2.9842, -1.1700, 3.9055], [4.0647, -0.0756, 1.9574], [2.7972, 0.9408, 0.1848], [1.5720, -1.3622, -1.3678], [1.2501, -0.1996, -2.6308], [1.1008, -2.5679, -3.6217], [-1.1566, -3.3259, -3.7829], [-2.5993, -1.3458, -2.5366], [-2.5862, -2.9271, -1.8068], [-2.0628, -1.0192, -0.2386], [-0.8440, -2.1772, -0.2793], [-0.9103, 2.1868, 0.9492], [-1.8580, 0.8095, 0.7514], [-2.9637, 2.5829, -0.3108], [-2.4851, 1.4011, -1.5283], [-0.9885, 4.0261, -0.8152], [-2.0016, 3.7037, -2.2560], [-0.3066, 1.9444, -2.9542], [0.4994, 3.4536, -2.6710], [1.1459, 2.6675, -0.4423], [1.7125, 1.5513, -1.6203], [-0.7998, -0.5930, 2.0267]], "forces_ev_per_a": [[-1.1, 1.1, -4.0], [1.0, -0.7, 3.3], [-0.9, 0.7, -1.2], [-0.4, 0.1, -1.0], [-0.5, 0.1, 0.9], [-0.2, -0.5, 0.6], [0.2, 0.1, 0.6], [0.5, 0.2, 0.7], [-1.7, 0.6, -0.4], [-1.0, 0.0, 0.1], [-3.0, -1.1, 0.7], [3.6, 1.1, 0.2], [0.4, 0.0, 0.9], [0.7, 0.4, -0.8], [-0.7, -0.4, -0.2], [0.5, -0.7, 0.0], [-0.7, -1.0, -0.3], [0.4, 0.4, 0.9], [-0.7, -0.8, -0.7], [1.6, 0.3, 0.2], [-0.4, -0.2, 0.4], [0.6, 0.0, 0.2], [0.5, 0.0, -0.4], [0.1, 0.0, -0.1], [0.1, 0.0, -0.1], [-0.1, -0.2, -0.2], [0.6, -0.5, 0.1], [0.5, 0.4, -0.3], [0.3, 0.2, -0.3], [-0.2, -0.1, -0.1], [-0.8, 0.7, -0.6], [0.1, 0.2, 0.1], [-0.3, 0.7, 0.1], [0.6, -0.9, 0.5], [0.5, 0.1, 0.0], [-0.1, -0.6, 0.2], [-0.1, 0.1, 0.1], [0.3, 0.6, 0.1], [-0.1, 0.1, 0.0], [0.5, 0.4, -0.2], [-0.5, -0.5, -0.7], [0.3, -0.2, 0.1], [0.1, 0.1, 0.8], [0.1, -0.1, -0.1], [-0.6, -0.1, -0.2]]}

Entry 2:
{"formula": "C19H25N10S2Tc", "method": "wB97M-V/def2-TZVPD", "total_charge": 3, "homo_ev": [-14.92, -14.91], "homo_lumo_gap_ev": [5.25, 3.56], "multiplicity": 4, "e_above_lowest_kj_mol": 70.9, "symbols": ["Tc", "C", "C", "C", "C", "C", "H", "H", "H", "H", "H", "C", "N", "C", "C", "N", "C", "S", "C", "C", "C", "C", "C", "N", "H", "H", "H", "H", "H", "H", "H", "H", "H", "N", "N", "N", "C", "N", "N", "H", "H", "H", "S", "C", "N", "C", "C", "C", "N", "H", "H", "H", "H", "H", "H", "H", "H"], "positions_angstrom": [[0.1546, -0.0623, -0.5079], [1.3517, -0.8036, 1.2617], [2.2778, -0.3049, 0.3069], [2.1770, -1.0953, -0.8662], [1.1804, -2.0868, -0.6324], [0.6749, -1.9176, 0.6803], [1.2025, -0.4134, 2.2578], [2.9387, 0.5327, 0.4728], [2.7535, -0.9803, -1.7721], [0.8625, -2.8419, -1.3356], [-0.0732, -2.5320, 1.1578], [-4.8387, 0.5949, 0.6910], [-3.9382, 1.5004, -0.0352], [-4.3404, 2.5451, -0.8460], [-3.2307, 3.1534, -1.3010], [-2.1390, 2.4763, -0.7555], [-2.6040, 1.4581, 0.0108], [-1.7088, 0.2705, 0.8772], [-0.8023, 2.9508, -0.8762], [-0.6163, 4.3200, -0.9477], [0.6523, 4.8170, -1.1924], [1.6979, 3.9226, -1.3548], [1.4376, 2.5780, -1.2157], [0.2097, 2.0723, -0.9639], [-5.8547, 0.7976, 0.3672], [-4.7542, 0.7716, 1.7608], [-4.5814, -0.4381, 0.4678], [-5.3797, 2.7537, -1.0343], [-3.1144, 3.9791, -1.9796], [-1.4533, 4.9879, -0.8056], [0.8149, 5.8846, -1.2588], [2.7024, 4.2542, -1.5753], [2.2322, 1.8553, -1.3225], [-0.7206, -0.6828, -5.7167], [-1.0468, -0.6883, -4.3922], [-2.2950, -0.7890, -3.9882], [-2.1729, -0.6293, -2.6843], [-0.8916, -0.4380, -2.3422], [-0.1735, -0.4791, -3.4645], [-1.4726, -1.1117, -6.2459], [0.1796, -1.1244, -5.8665], [-2.9973, -0.6763, -1.9943], [1.8944, 2.4782, 2.5741], [2.8184, 3.2099, 3.8604], [4.1223, 3.0084, 3.9375], [4.9654, 3.5747, 5.0028], [4.1193, 3.7787, 6.2478], [2.8787, 4.5838, 5.9031], [2.2012, 3.9634, 4.7532], [4.5349, 2.4064, 3.2433], [5.3933, 4.5163, 4.6539], [5.7811, 2.8781, 5.1830], [4.6991, 4.3074, 7.0018], [3.8338, 2.8123, 6.6662], [3.1323, 5.6143, 5.6476], [2.1730, 4.6039, 6.7308], [1.2070, 4.0836, 4.6379]], "forces_ev_per_a": [[-0.3, 0.6, -0.4], [0.0, 0.0, 0.3], [0.0, -0.1, 0.1], [0.0, -0.1, 0.1], [0.0, -0.1, -0.1], [0.0, 0.0, 0.0], [0.1, 0.2, 0.1], [-0.1, 0.2, 0.1], [0.0, 0.0, -0.1], [0.0, 0.0, 0.0], [0.0, 0.0, 0.0], [-0.1, 0.0, 0.0], [0.0, 0.0, 0.0], [0.0, -0.1, 0.1], [0.2, -0.1, 0.0], [-0.1, 0.0, 0.0], [-0.1, 0.2, -0.3], [0.3, -0.3, 0.2], [0.0, 0.3, 0.1], [-0.1, -0.2, 0.0], [0.1, 0.0, 0.0], [-0.1, 0.0, 0.0], [0.1, 0.0, 0.0], [0.0, -0.2, 0.0], [0.0, 0.0, 0.0], [0.0, 0.0, 0.0], [0.0, 0.0, 0.0], [0.0, 0.0, 0.0], [0.0, 0.0, 0.0], [0.0, 0.0, 0.0], [0.0, 0.0, 0.0], [0.0, 0.0, 0.0], [0.0, 0.0, 0.0], [0.0, 0.0, 0.2], [0.2, 0.0, -0.1], [0.0, 0.0, 0.1], [-0.2, -0.1, 0.0], [0.0, 0.0, 0.1], [0.1, 0.0, -0.1], [0.0, 0.0, 0.0], [0.0, 0.0, 0.0], [0.0, 0.0, 0.0], [0.1, 0.0, 0.0], [-0.7, -0.5, -0.9], [0.4, 0.1, 0.3], [-0.1, -0.1, -0.2], [0.0, 0.1, 0.0], [-0.1, 0.0, -0.2], [0.1, 0.2, 0.4], [-0.1, 0.1, 0.1], [0.0, 0.0, 0.1], [0.0, 0.0, 0.0], [0.0, 0.0, 0.0], [0.0, 0.0, 0.0], [0.0, 0.0, 0.1], [0.0, 0.0, 0.0], [0.1, -0.1, 0.0]]}

Entry 3:
{"formula": "C19H25N3O5S", "method": "wB97M-V/def2-TZVPD", "total_charge": 0, "homo_ev": -8.45, "homo_lumo_gap_ev": 9.02, "smiles": "CCOC(=O)c1c(C)[nH]c(C)c1S(=O)(=O)N(C)CC(=O)Nc1ccccc1C", "e_above_lowest_kj_mol": 84.7, "symbols": ["C", "C", "O", "C", "O", "C", "C", "C", "N", "C", "C", "C", "S", "O", "O", "N", "C", "C", "C", "O", "N", "C", "C", "C", "C", "C", "C", "C", "H", "H", "H", "H", "H", "H", "H", "H", "H", "H", "H", "H", "H", "H", "H", "H", "H", "H", "H", "H", "H", "H", "H", "H", "H"], "positions_angstrom": [[-4.3663, -2.7253, -1.0229], [-3.0032, -3.3650, -0.8110], [-2.2429, -2.5840, 0.1200], [-1.3449, -1.7491, -0.3601], [-0.9848, -1.7042, -1.5181], [-0.7718, -0.8938, 0.7098], [0.1894, -1.1874, 1.6447], [1.0180, -2.4054, 1.8317], [0.3362, -0.0829, 2.4368], [-0.5083, 0.9110, 2.0417], [-0.6340, 2.2055, 2.7575], [-1.1992, 0.4386, 0.9534], [-2.4254, 1.2593, -0.0219], [-3.2287, 2.0682, 0.8492], [-3.0634, 0.2474, -0.8141], [-1.6577, 2.2906, -1.0623], [-1.2664, 3.5918, -0.5845], [-0.9387, 1.7436, -2.1900], [0.5645, 1.6113, -1.8957], [1.3260, 2.5489, -2.0231], [0.9061, 0.3791, -1.4592], [2.1502, -0.0915, -1.0061], [2.5260, -1.3659, -1.4277], [3.7095, -1.9344, -1.0032], [4.5343, -1.2320, -0.1398], [4.1490, 0.0190, 0.3034], [2.9570, 0.6084, -0.1032], [2.5566, 1.9352, 0.4560], [-4.2316, -1.6828, -1.3033], [-4.9020, -3.2496, -1.8089], [-4.9470, -2.7621, -0.1052], [-3.0874, -4.3598, -0.3657], [-2.4507, -3.4232, -1.7537], [2.0533, -2.2083, 1.5504], [0.9979, -2.7314, 2.8708], [0.6389, -3.2068, 1.2053], [0.9845, -0.0164, 3.2055], [0.1725, 2.8919, 2.4979], [-0.6086, 2.0457, 3.8343], [-1.5839, 2.6589, 2.4872], [-1.3710, 4.3168, -1.3930], [-0.2317, 3.6146, -0.2302], [-1.9449, 3.8515, 0.2232], [-1.0644, 2.4224, -3.0408], [-1.3975, 0.7808, -2.4153], [0.2321, -0.3689, -1.6331], [1.8705, -1.9038, -2.0964], [3.9891, -2.9197, -1.3450], [5.4661, -1.6621, 0.1957], [4.7832, 0.5564, 0.9945], [1.5034, 1.9228, 0.7318], [3.1581, 2.1821, 1.3284], [2.6844, 2.7138, -0.2958]], "forces_ev_per_a": [[0.4, 0.0, 0.2], [-0.3, -0.3, -0.6], [-0.1, -0.1, 0.3], [0.6, -0.1, 0.1], [-0.1, -0.1, -0.1], [0.1, -0.1, 0.3], [-0.3, -0.4, -0.5], [0.0, 0.1, 0.0], [-0.1, 0.2, -0.1], [-0.3, 0.4, 0.0], [0.1, 0.0, 0.0], [-0.4, 0.2, -0.2], [0.1, 0.3, 0.4], [0.2, 0.1, 0.0], [0.3, 0.0, -0.1], [-0.6, -0.6, 0.4], [0.1, 0.4, 0.4], [0.2, -0.2, -0.3], [-0.2, 0.0, -0.2], [0.1, 0.2, -0.1], [-0.1, -0.4, -0.1], [0.4, 0.0, 0.0], [0.0, 0.1, 0.0], [0.0, 0.0, 0.0], [0.1, -0.1, 0.0], [0.0, -0.1, 0.0], [-0.1, 0.1, 0.0], [0.1, 0.1, -0.1], [-0.1, 0.0, -0.1], [-0.1, -0.1, -0.1], [-0.1, 0.0, 0.1], [0.1, 0.1, -0.1], [-0.1, -0.1, 0.2], [0.1, 0.0, 0.0], [0.0, -0.1, 0.1], [0.0, -0.1, 0.0], [-0.1, 0.0, -0.1], [0.1, 0.1, 0.0], [0.0, 0.1, 0.1], [0.0, 0.1, 0.1], [0.0, 0.0, 0.0], [0.0, 0.0, 0.0], [0.1, 0.2, 0.0], [0.1, -0.1, 0.1], [0.1, 0.0, -0.2], [0.0, 0.2, 0.1], [-0.1, -0.1, -0.1], [0.0, -0.1, 0.0], [0.1, 0.0, 0.0], [0.0, 0.1, 0.1], [-0.1, 0.1, 0.0], [0.0, 0.0, 0.1], [0.0, 0.0, 0.1]]}

Entry 4:
{"formula": "C19H25N5O4PdS2", "method": "wB97M-V/def2-TZVPD", "total_charge": 1, "homo_ev": [-11.18, -11.16], "homo_lumo_gap_ev": [8.38, 6.77], "multiplicity": 2, "e_above_lowest_kj_mol": 0.0, "symbols": ["Pd", "O", "N", "C", "C", "C", "C", "C", "S", "H", "H", "H", "H", "N", "C", "N", "C", "C", "C", "C", "C", "C", "S", "H", "H", "H", "H", "H", "H", "C", "N", "C", "C", "O", "N", "C", "C", "H", "H", "H", "H", "H", "H", "H", "H", "H", "H", "H", "H", "C", "O", "C", "O", "H", "H", "H"], "positions_angstrom": [[0.3052, 0.1858, 0.1900], [-1.0379, 1.4363, 1.2056], [-2.3020, 1.0288, 1.2927], [-3.0754, 1.6265, 2.2226], [-4.3894, 1.2761, 2.3687], [-4.9136, 0.2770, 1.5518], [-4.1029, -0.3238, 0.6184], [-2.7726, 0.0714, 0.4730], [-1.7199, -0.6019, -0.7266], [-2.5641, 2.3697, 2.8146], [-4.9880, 1.7720, 3.1179], [-5.9434, -0.0348, 1.6576], [-4.4698, -1.1132, -0.0219], [2.1976, -1.7942, -1.9225], [2.8849, -0.9147, -1.1694], [2.3530, -0.2657, -0.1749], [3.2711, 0.5890, 0.4402], [3.0181, 1.4025, 1.5375], [4.0430, 2.1977, 2.0186], [5.3043, 2.1857, 1.4232], [5.5670, 1.3703, 0.3358], [4.5367, 0.5758, -0.1437], [4.5579, -0.5533, -1.4785], [1.3269, -2.1387, -1.5478], [2.6797, -2.3648, -2.5937], [2.0430, 1.4073, 2.0122], [3.8641, 2.8339, 2.8752], [6.0898, 2.8147, 1.8187], [6.5468, 1.3523, -0.1222], [-1.9127, 3.4513, -2.7271], [-0.6236, 2.8239, -2.4861], [-0.2632, 1.7702, -3.4196], [0.0817, 2.9645, -1.3366], [0.8167, 2.0445, -0.9122], [-0.0137, 4.1328, -0.6439], [0.0171, 5.4322, -1.3088], [0.5542, 4.1431, 0.6974], [-2.6420, 2.6730, -2.9633], [-1.8755, 4.1479, -3.5675], [-2.2516, 3.9777, -1.8405], [-0.3127, 2.1631, -4.4363], [-0.9452, 0.9220, -3.3382], [0.7480, 1.4324, -3.2155], [-0.0802, 5.3259, -2.3825], [0.9740, 5.9194, -1.1059], [-0.7822, 6.0770, -0.9408], [0.2685, 3.2386, 1.2249], [0.1541, 5.0052, 1.2298], [1.6454, 4.2137, 0.6744], [0.4412, -3.7004, 1.5130], [0.5299, -2.4801, 0.7355], [0.1326, -1.3770, 1.3577], [-0.2782, -1.2797, 2.4680], [-0.5846, -4.0608, 1.4958], [0.7599, -3.5157, 2.5348], [1.1025, -4.4069, 1.0235]], "forces_ev_per_a": [[0.3, 0.5, 0.2], [-0.1, -0.2, -0.1], [-0.1, 0.0, 0.1], [0.0, 0.0, 0.1], [0.0, 0.1, 0.0], [0.0, -0.1, 0.0], [-0.1, 0.0, 0.0], [0.1, -0.1, -0.1], [0.0, -0.1, -0.1], [0.0, 0.0, 0.0], [0.0, 0.0, 0.0], [0.0, 0.0, 0.0], [0.0, 0.0, 0.0], [0.0, 0.1, 0.0], [0.0, -0.2, -0.1], [-0.1, 0.1, 0.1], [0.1, 0.0, 0.0], [0.0, 0.0, 0.0], [0.0, 0.0, 0.0], [0.0, 0.0, 0.0], [0.0, 0.0, 0.0], [0.0, 0.0, 0.0], [0.0, 0.0, 0.0], [0.0, 0.0, 0.0], [0.0, 0.0, 0.0], [0.0, 0.0, 0.0], [0.0, 0.0, 0.0], [0.0, 0.0, 0.0], [0.0, 0.0, 0.0], [0.1, 0.1, 0.0], [0.1, 0.0, 0.0], [0.0, 0.0, 0.0], [-0.1, 0.1, 0.0], [0.1, -0.2, 0.0], [0.1, 0.0, -0.1], [-0.1, 0.0, 0.0], [0.0, 0.0, 0.0], [0.0, 0.0, 0.0], [0.0, 0.0, 0.0], [0.0, 0.0, 0.1], [0.0, 0.0, 0.0], [0.0, 0.0, 0.0], [0.0, 0.0, 0.0], [-0.1, -0.1, -0.1], [0.0, 0.0, 0.0], [0.0, 0.0, 0.0], [0.0, 0.1, 0.0], [0.0, 0.0, 0.0], [0.0, 0.0, 0.0], [0.0, 0.0, 0.0], [0.2, 0.0, 0.0], [-0.2, 0.1, -0.2], [0.0, 0.0, 0.1], [0.0, 0.0, 0.0], [0.0, 0.0, 0.0], [0.0, 0.0, 0.0]]}

Values of molecular weight, in order: 267.42 555.61 407.49 557.99, all in u.
Values of energy, in order: -21597.1640 -58852.4391 -45652.8663 -60893.7997, all in eV.
Values of largest force on an atom, in order: 4.3 1.3 0.9 0.6, all in eV/Å.